This record from the OMol25 dataset describes a structure of composition C25H40AsBrF6N8O4SSi2Ta. The level of theory is ωB97M-V/def2-TZVPD.

Calculated values
HOMO energy (spin up / spin down), eV: -8.35 / -8.35
Frontier orbital gap (spin up / spin down), eV: 7.71 / 5.70
2S+1: 2
DFT total energy, Eh: -8159.12760

```
89
Properties=species:S:1:pos:R:3:forces:R:3
Ta -0.187 0.284 -0.361 0.45 -0.55 0.21
Br -1.874 2.708 -6.099 -0.02 0.00 0.04
As -2.917 -0.477 -2.494 0.05 0.22 0.15
S -0.659 -2.695 1.193 0.07 0.08 0.02
Si 3.054 0.847 0.729 -0.14 0.10 -0.01
Si -3.146 0.925 1.783 0.13 -0.07 -0.01
F -2.455 0.324 -0.905 -0.01 -0.13 -0.05
F -3.061 -1.244 -3.999 -0.03 0.00 -0.08
F -2.881 1.082 -3.193 0.05 0.06 -0.05
F -4.570 -0.320 -2.127 -0.04 -0.01 -0.01
F -2.848 -1.987 -1.676 0.01 -0.05 0.00
F -1.132 -0.512 -2.561 -0.03 -0.04 -0.21
O -1.097 -1.293 0.699 -0.39 0.11 0.41
O 1.103 0.643 -1.781 0.31 0.22 -0.60
O 0.674 -1.679 -0.887 0.04 0.12 0.17
O 3.057 0.329 -2.792 0.12 0.00 0.00
N -1.367 1.107 1.373 -0.17 0.20 0.05
N 2.547 -3.941 1.194 -0.04 0.02 -0.02
N 2.644 -5.333 -3.071 -0.08 0.03 0.07
N 1.312 -1.481 2.947 -0.04 0.04 -0.08
N 1.678 -2.480 3.908 -0.09 0.00 -0.01
N 0.817 -2.453 -3.012 0.08 -0.01 -0.05
N 1.229 0.986 0.943 -0.06 -0.12 -0.06
N 1.367 0.238 -6.529 0.00 0.02 0.03
C 1.608 2.815 2.554 -0.05 0.05 -0.05
C 0.784 1.905 1.862 0.05 0.03 0.03
C 1.209 0.728 -4.189 0.01 0.00 -0.02
C 1.074 3.737 3.417 -0.01 0.02 0.01
C 3.893 0.835 2.425 0.02 -0.03 0.02
C -0.320 3.818 3.624 0.02 0.03 0.01
C 1.126 -2.553 -1.709 0.07 -0.14 -0.07
C -0.644 1.962 2.086 0.06 -0.03 0.02
C -1.699 -3.804 0.259 0.01 -0.01 0.00
C 0.286 0.985 -6.727 0.00 0.00 -0.01
C -3.262 0.698 3.649 0.00 0.01 0.01
C -4.053 -0.557 1.084 -0.07 -0.05 0.10
C 1.874 0.543 -2.861 -0.11 -0.02 0.21
C -0.379 1.632 -5.696 0.02 -0.01 0.01
C 2.332 -4.606 -2.230 0.12 0.00 -0.08
C 1.915 -3.645 -1.276 -0.15 0.11 0.04
C 3.589 -0.754 -0.015 0.07 -0.05 -0.06
C 2.269 -3.809 0.080 -0.01 0.05 0.04
C -1.153 2.963 2.974 -0.04 -0.11 0.06
C -0.681 2.381 -0.925 -0.09 -0.01 -0.06
C -1.503 -2.799 2.764 -0.13 -0.13 -0.10
C 0.069 1.491 -4.396 -0.01 -0.03 -0.02
C 3.572 2.348 -0.245 -0.01 0.03 -0.01
C 1.826 0.133 -5.288 -0.01 -0.03 -0.03
C -3.992 2.475 1.174 -0.02 0.04 0.00
H 1.730 4.436 3.919 0.00 -0.02 -0.01
H -0.452 1.965 -3.578 -0.02 0.02 0.04
H -1.682 2.475 -1.350 0.02 0.03 -0.02
H -2.477 -2.322 2.665 0.00 -0.01 0.00
H -0.877 -2.315 3.507 0.00 0.02 -0.02
H 4.576 -0.019 2.446 0.00 0.02 0.01
H -2.218 3.080 3.080 -0.01 -0.04 0.06
H -3.256 1.609 4.244 0.04 0.04 0.00
H 2.722 -0.458 -5.137 -0.02 0.01 -0.01
H -3.418 3.390 1.333 -0.04 -0.04 -0.02
H -0.071 1.078 -7.747 0.01 -0.01 0.01
H 1.142 -3.151 -3.661 -0.01 0.02 -0.01
H 4.491 1.735 2.590 -0.01 -0.03 0.00
H 4.629 -0.578 -0.316 -0.03 -0.02 0.01
H 3.062 -1.077 -0.901 0.00 0.03 -0.04
H 3.601 -1.559 0.719 -0.02 -0.03 0.02
H -1.623 -3.858 2.999 0.04 0.04 0.03
H -4.448 -1.159 1.907 0.00 0.01 -0.02
H -4.204 0.183 3.857 0.03 0.03 0.00
H 3.241 2.268 -1.279 0.02 0.01 0.01
H -1.402 -3.718 -0.783 -0.02 -0.01 0.00
H -0.724 4.588 4.268 0.00 -0.02 0.00
H 2.670 2.830 2.382 -0.02 0.01 0.00
H -4.956 2.584 1.680 0.01 0.00 -0.04
H -4.187 2.388 0.103 0.01 -0.01 0.00
H 0.159 -1.757 -3.315 -0.03 -0.01 -0.01
H 0.044 2.747 -1.649 -0.02 0.04 -0.02
H -0.639 3.051 -0.065 0.00 0.01 -0.02
H 2.636 -2.339 4.216 0.05 0.01 0.02
H 1.219 -0.594 3.425 0.02 0.03 0.03
H -2.751 -3.552 0.380 0.01 0.01 -0.02
H -4.906 -0.197 0.504 0.02 -0.01 0.01
H 4.662 2.429 -0.254 -0.02 -0.02 0.01
H -3.469 -1.193 0.432 -0.02 -0.05 0.09
H 1.695 -3.352 3.391 0.00 -0.08 -0.01
H -1.486 -4.812 0.619 0.00 0.03 0.01
H 3.215 0.735 3.273 0.00 -0.01 -0.02
H -2.455 0.058 4.018 0.00 0.01 -0.03
H 3.166 3.269 0.178 0.02 -0.02 -0.01
H 2.017 -1.389 2.223 0.07 0.04 -0.02
```
Forces are in eV/Å.



This record from the OMol25 dataset describes an isolated molecule of C9H10Cl2O3S at a distorted geometry. The level of theory is ωB97M-V/def2-TZVPD.

Calculated values
HOMO energy, eV: -6.13
Frontier orbital gap, eV: 5.60
2S+1: 1
DFT total energy, Eh: -1893.08629

```
25
Properties=species:S:1:pos:R:3:forces:R:3
Cl 0.196 -3.437 1.019 -0.30 -0.68 0.10
Cl 2.297 2.431 0.454 0.25 1.19 0.20
S -0.567 2.552 3.243 1.23 0.58 -0.78
O 0.508 3.545 3.331 -1.33 -1.16 0.09
O 3.172 0.068 -1.019 0.09 -0.45 -0.28
O -0.382 -1.207 2.866 -0.01 0.32 -0.41
C 0.753 0.599 1.762 1.31 -0.64 0.25
C -2.168 3.309 3.135 -0.19 0.09 0.18
C -0.464 1.510 1.764 -0.64 0.25 0.30
C 0.813 -1.850 0.901 0.30 0.93 -0.09
C 2.269 -0.154 -0.198 -0.69 2.13 1.08
C 1.679 -1.505 -0.081 -0.66 0.05 0.96
C 0.319 -0.890 1.917 0.39 0.14 -0.03
C 1.704 0.864 0.661 0.12 -2.74 -1.96
C -0.655 1.499 4.659 -0.18 0.01 0.30
H -1.619 0.981 4.667 0.20 0.03 -0.10
H 1.366 0.792 2.668 -0.46 -0.14 0.28
H -0.437 2.245 0.949 0.11 -0.10 0.13
H 0.156 0.767 4.629 -0.10 0.17 -0.14
H -2.947 2.534 3.145 0.27 0.21 -0.02
H -2.253 3.961 4.014 -0.04 -0.11 -0.27
H -0.560 2.163 5.526 0.01 -0.12 -0.17
H -2.212 3.896 2.208 0.13 -0.18 0.30
H 1.979 -2.248 -0.809 0.12 0.05 -0.02
H -1.398 0.933 1.730 0.07 0.20 0.11
```
Forces are in eV/Å.



This record from the OMol25 dataset describes a structure of composition C7H13N at a distorted geometry. The level of theory is ωB97M-V/def2-TZVPD.

Calculated values
HOMO energy, eV: -9.03
Frontier orbital gap, eV: 9.96
2S+1: 1
DFT total energy, Eh: -329.16582

```
21
Properties=species:S:1:pos:R:3:forces:R:3
N -2.063 0.031 0.703 -0.29 -0.28 0.47
C 1.070 0.006 0.054 -0.27 0.07 0.24
C 0.867 -2.557 0.381 -0.14 -0.08 0.41
C 2.187 0.518 -0.813 0.11 -0.24 0.08
C -1.563 1.287 -1.356 -0.10 0.09 0.03
C 0.083 1.034 0.579 -0.08 -0.06 0.32
C 0.920 -1.259 0.344 0.54 0.03 -0.94
C -1.284 0.745 0.018 -0.13 0.18 -0.28
H 1.299 -3.119 1.194 0.12 -0.05 0.13
H 0.027 0.966 1.668 -0.01 0.10 -0.11
H 0.303 -3.122 -0.346 -0.10 0.01 -0.18
H -2.953 -0.200 0.265 0.09 0.25 -0.28
H -1.143 -1.142 2.315 0.94 -0.69 1.41
H 0.409 2.035 0.299 0.05 0.04 0.01
H -1.426 2.373 -1.369 -0.01 -0.12 -0.03
H 1.788 1.037 -1.685 -0.05 0.06 -0.02
H -0.856 0.854 -2.062 0.09 0.01 -0.11
H -0.702 -1.464 2.904 -0.92 0.61 -1.09
H 2.813 -0.301 -1.159 0.08 0.03 0.00
H -2.575 1.050 -1.679 0.01 0.00 -0.01
H 2.799 1.228 -0.254 0.06 0.04 -0.04
```
Forces are in eV/Å.



This record from the OMol25 dataset describes an isolated molecule of C24H28ClN3O4. The level of theory is ωB97M-V/def2-TZVPD.

Calculated values
HOMO energy, eV: -7.59
Frontier orbital gap, eV: 8.14
2S+1: 1
SMILES: O=C(Nc1ccc(N2CCOCC2)cc1Cl)C1CCN(C(=O)OCc2ccccc2)CC1
DFT total energy, Eh: -1856.80876

```
60
Properties=species:S:1:pos:R:3:forces:R:3
Cl 2.508 3.010 2.390 0.00 0.08 0.01
O 8.502 0.648 0.429 0.13 0.00 0.01
O -3.875 -1.085 -2.315 0.13 -0.03 0.22
O -4.028 1.167 -2.522 -0.10 0.12 -0.36
O 0.051 -1.507 1.585 0.10 -0.31 -0.08
N 6.468 -0.236 2.220 0.41 -0.10 0.24
N -3.248 0.224 -0.614 0.00 -0.10 0.10
N 0.916 0.562 1.987 0.08 0.47 0.10
C 7.636 -0.407 0.078 -0.16 -0.37 0.07
C 7.132 -1.160 1.319 0.16 0.11 -0.43
C -2.889 1.497 -0.028 0.07 0.39 -0.11
C -6.580 -0.210 -4.569 0.07 -0.10 0.06
C -8.086 -1.129 -2.437 -0.05 -0.04 0.07
C -1.490 1.407 0.572 -0.25 0.06 0.00
C 7.375 0.842 2.560 0.10 0.23 -0.26
C 4.528 1.246 2.252 0.23 -0.15 -0.02
C -1.461 0.377 1.722 -0.03 -0.32 0.01
C 4.231 -1.104 1.945 0.12 0.16 -0.05
C -2.578 -0.660 1.554 0.17 -0.05 -0.08
C 2.290 0.327 2.028 0.33 0.03 0.00
C 7.868 1.562 1.298 -0.09 0.08 0.34
C -8.696 -0.418 -3.456 -0.10 0.03 -0.01
C -4.486 -1.209 -3.595 -0.04 0.08 -0.41
C -7.940 0.040 -4.522 -0.07 0.01 -0.08
C 2.866 -0.935 1.896 -0.09 -0.02 -0.05
C 3.158 1.402 2.214 -0.15 -0.25 -0.03
C -6.728 -1.385 -2.487 0.07 -0.02 -0.04
C -2.822 -0.975 0.085 0.00 -0.48 0.12
C -3.739 0.189 -1.870 -0.04 0.07 0.04
C 5.106 -0.022 2.115 -0.53 0.11 0.08
C -0.095 -0.317 1.755 -0.44 0.42 0.20
C -5.965 -0.927 -3.553 0.07 0.01 0.06
H 5.134 2.128 2.380 0.03 0.06 -0.01
H 6.903 1.534 3.256 0.03 0.00 0.03
H -2.284 -1.580 2.060 -0.10 0.05 -0.01
H -1.904 -1.374 -0.361 -0.08 -0.05 0.05
H -9.756 -0.218 -3.418 -0.08 0.02 0.00
H -2.931 2.245 -0.823 -0.02 -0.07 0.18
H 0.674 1.538 2.115 -0.14 -0.26 -0.05
H -5.990 0.160 -5.394 0.08 0.08 -0.07
H -6.248 -1.939 -1.692 0.03 -0.04 0.09
H -8.670 -1.486 -1.601 -0.05 -0.03 0.06
H 7.021 2.039 0.782 0.07 0.00 0.04
H 6.770 -0.013 -0.478 0.07 -0.05 0.02
H 8.616 2.318 1.543 -0.09 0.02 0.01
H -3.601 -1.734 -0.018 0.16 0.03 0.04
H -3.616 1.776 0.744 0.04 0.07 -0.06
H 2.219 -1.786 1.763 -0.01 -0.03 0.01
H 8.239 0.389 3.060 -0.04 0.11 0.01
H -4.297 -2.246 -3.891 0.02 0.17 0.05
H -0.798 1.102 -0.216 0.04 0.07 -0.02
H -1.597 0.889 2.680 0.04 0.00 -0.06
H -1.187 2.395 0.923 0.07 0.02 -0.05
H 6.460 -1.956 1.009 0.05 -0.03 0.04
H 4.622 -2.106 1.871 0.04 -0.10 0.01
H -8.410 0.600 -5.317 -0.04 0.05 -0.06
H 7.985 -1.599 1.848 -0.05 -0.06 -0.07
H -3.995 -0.530 -4.300 -0.08 -0.16 0.07
H 8.211 -1.068 -0.571 -0.09 -0.01 -0.01
H -3.501 -0.296 2.007 -0.02 0.01 0.03
```
Forces are in eV/Å.



ΔE to the lowest compared entry with this formula, charge and spin across the listed records, respectively: 1.1391, 0.0000, 2.8746, 0.7565 eV.